No. 1
This record from the OMol25 dataset describes the ion C10H15O3S with charge -1. The level of theory is the ωB97M-V functional and the def2-TZVPD basis.

Geometry as XYZ:
```
29
Properties=species:S:1:pos:R:3:forces:R:3
S 2.998727 0.575614 -0.079909 -0.441 0.454 0.939
O 3.733337 -0.692250 -0.183689 0.413 1.075 -0.386
O 3.621683 1.608616 0.772521 -0.484 -1.364 -0.246
O 2.492047 1.178448 -1.307092 0.621 -0.248 -0.604
C -1.479623 -0.331505 0.034611 0.957 -0.236 0.536
C -1.142753 1.017259 0.197821 -1.605 -0.133 -1.359
C 1.653917 -2.420690 0.850264 1.391 1.517 -1.639
C 0.775162 2.833298 0.637812 -4.603 1.449 2.176
C 0.995129 -1.274749 -1.296049 -4.946 -3.810 -1.341
C 0.769938 -1.329628 0.214126 3.642 2.070 0.523
C -0.640736 -1.412005 0.723615 -0.201 3.277 -2.902
C -2.268755 1.894638 -0.435942 1.642 -0.410 -2.494
C 0.076375 1.549000 0.557303 2.059 -4.791 0.407
C 1.443724 0.003486 0.620516 -3.363 3.266 0.369
H 2.772026 -2.188004 0.730874 -1.921 -0.530 0.480
H -0.925847 -2.353906 0.450666 -1.427 -2.649 -0.115
H -1.890971 2.048800 -1.574562 -1.115 0.138 2.538
H -3.324193 1.510772 -0.479657 1.259 0.019 0.360
H 0.918928 3.150266 -0.323356 0.577 1.107 -2.637
H 0.464287 -0.493818 -1.786966 -0.037 1.105 -0.040
H -0.762452 -1.112627 1.715449 0.435 -0.422 2.074
H 1.679977 2.561099 1.030388 2.399 0.471 1.440
H 0.133308 3.718293 1.200014 1.725 -2.196 -1.026
H 1.286081 -2.621567 1.790372 -0.154 0.158 2.810
H -2.215582 2.785294 0.128755 -0.406 1.544 0.070
H 1.381958 -3.307254 0.388159 -0.075 -2.089 -1.577
H -2.270057 -0.503224 -0.693729 -0.001 -0.454 0.433
H 0.438663 -2.221052 -1.873855 1.180 1.589 1.587
H 1.962122 -1.349275 -1.617048 2.478 0.094 -0.374
```
Positions in Å, forces in eV/Å.

Computed properties:
**HOMO-LUMO gap (alpha / beta)**: 7.4 / 7.3 eV
**Total charge**: -1
**Spin multiplicity**: 1

***

No. 2
This record from the OMol25 dataset describes a structure of composition C32H47N11O2Sr. The level of theory is the ωB97M-V functional and the def2-TZVPD basis.

Geometry as XYZ:
```
93
Properties=species:S:1:pos:R:3:forces:R:3
Sr -0.626631 -1.867709 1.958243 -0.147 -0.411 0.438
O -2.318631 -0.082494 1.534016 0.111 0.013 -0.085
O 1.266329 -2.450661 0.435741 -0.053 0.170 -0.028
N -1.002443 -3.584161 6.492595 0.088 0.104 0.224
N -2.117951 -5.432596 2.391993 0.017 0.097 0.104
N 0.732629 1.426809 3.383238 -0.053 -0.112 -0.107
N 1.866904 3.470064 3.556968 0.058 0.015 0.038
N 0.931650 0.302500 2.725534 0.129 -0.038 -0.209
N -1.637479 -5.499829 7.552934 0.054 0.140 0.142
N -0.301699 -2.285520 4.517492 0.019 -0.039 0.071
N -0.338511 -0.435834 -0.187203 0.130 0.319 -0.373
N -1.443813 -5.542290 5.260399 -0.044 0.138 0.186
N 2.548424 1.700571 2.154442 0.021 -0.059 -0.040
N 1.698633 2.207768 3.011082 -0.031 0.044 0.045
C 4.099651 -3.244042 -0.197233 -0.017 0.010 -0.019
C 0.468240 -0.898878 -1.158859 -0.099 0.036 0.132
C 3.182841 -3.693344 -1.347171 -0.036 0.009 0.029
C -3.806591 3.935314 2.463373 -0.054 0.035 -0.062
C 1.315063 -2.021303 -0.753319 0.007 0.035 0.117
C -0.091298 -1.054275 -5.486729 0.008 -0.003 0.005
C 2.368616 -4.925609 -0.920278 0.009 0.012 -0.017
C -1.015388 3.137636 -0.673988 -0.186 0.117 0.122
C -4.904464 1.874026 1.595233 0.032 -0.103 0.046
C -0.627005 -2.931878 5.425401 -0.136 -0.076 -0.096
C 0.480548 -0.445195 -2.507417 -0.066 -0.022 0.103
C 0.602929 4.129014 -2.348256 0.001 -0.003 -0.001
C -2.499941 2.249616 1.105821 -0.101 -0.144 0.054
C -1.932168 0.923854 0.892977 0.003 -0.016 -0.080
C -1.366539 -4.847409 6.398687 -0.004 -0.209 -0.425
C -3.594496 2.450551 2.153596 -0.030 -0.026 0.022
C -2.069324 3.255819 0.305930 0.276 0.082 -0.079
C 2.383733 -1.136534 -5.731271 -0.021 0.023 0.024
C 4.077396 -4.109236 -2.516202 0.000 0.020 0.004
C 2.034497 0.486614 1.984949 -0.135 0.068 0.039
C 1.295654 0.968338 -4.994099 -0.013 -0.009 0.006
C -1.721103 4.993208 -2.184530 0.010 0.001 0.003
C -0.891794 0.780791 -0.135044 0.053 -0.178 -0.016
C -0.455318 1.922421 -0.878869 0.015 -0.109 0.084
C -3.253721 1.757929 3.485839 0.061 0.092 0.019
C -0.550529 4.401800 -1.384957 -0.022 0.056 0.028
C 2.211680 -2.027672 -2.992131 -0.106 0.129 -0.066
C 1.315189 -0.993923 -3.427749 0.164 -0.146 -0.038
C 2.237409 -2.555291 -1.734999 -0.009 -0.071 -0.012
C 1.237600 -0.561640 -4.894759 0.019 -0.041 0.002
C -0.076486 5.426829 -0.341647 0.003 -0.036 -0.014
C -1.809998 -4.320329 2.248878 0.053 0.081 -0.222
H 2.214747 1.353976 -4.548055 -0.006 0.003 -0.003
H -0.175711 -0.752324 -6.533615 0.000 -0.006 0.007
H 2.306850 -0.763626 -6.754103 0.002 0.001 0.008
H 0.313024 3.425285 -3.131153 0.014 0.008 0.011
H -5.195608 2.393662 0.680138 -0.010 0.003 0.007
H 2.894419 -2.433383 -3.722116 -0.010 0.018 -0.015
H 0.732334 5.005924 0.261330 0.000 0.018 -0.008
H 1.752767 -5.279606 -1.750221 -0.001 -0.004 0.014
H 1.264451 1.276900 -6.041416 -0.001 0.004 0.007
H -1.781932 -6.488701 5.266280 0.003 -0.016 -0.017
H -2.573227 5.229254 -1.545177 0.011 0.000 -0.007
H -0.882962 5.726385 0.329097 0.014 -0.002 0.009
H 1.476562 3.727380 -1.830009 -0.006 0.005 -0.009
H -1.408923 5.915501 -2.679673 -0.006 -0.007 0.000
H 3.047444 -5.732885 -0.634805 -0.003 0.005 -0.007
H -0.941747 -0.640558 -4.942335 0.005 -0.003 -0.007
H -1.653108 -4.935105 8.384066 -0.013 -0.023 0.001
H -2.501734 4.237562 0.440698 0.001 0.015 -0.006
H 0.955664 3.771388 3.883235 -0.030 0.000 0.005
H -0.157274 -2.142886 -5.436590 -0.004 0.009 0.000
H -4.524872 4.026818 3.279173 0.005 0.011 -0.003
H 4.819136 -4.034063 0.030053 -0.008 0.003 -0.001
H 4.659620 -2.349753 -0.483658 0.008 -0.013 0.013
H 2.436086 -0.255416 1.314073 0.030 0.012 0.042
H -3.271702 0.677200 3.400081 -0.004 0.026 0.008
H -5.707353 1.984898 2.328135 0.004 0.007 -0.010
H -2.057676 4.289868 -2.948513 -0.001 0.008 0.003
H 3.494653 -4.477891 -3.363406 0.015 0.002 0.004
H 3.357263 -0.837034 -5.336538 -0.001 -0.016 -0.014
H -3.983967 2.060030 4.239344 -0.002 0.008 0.002
H -4.791197 0.812449 1.372057 -0.015 0.017 0.003
H 3.529051 -3.030885 0.703491 -0.002 0.013 -0.001
H 2.345946 -2.226262 -5.775801 0.013 0.006 -0.008
H -2.875467 4.415063 2.776117 -0.022 0.005 0.010
H 0.389143 1.809963 -1.541370 -0.015 -0.009 0.007
H -2.191454 -6.335785 7.540855 -0.005 -0.013 -0.003
H 0.900919 5.061165 -2.831338 0.000 -0.008 -0.007
H -0.260923 0.284303 -2.804983 0.016 -0.010 0.009
H 4.731229 -4.918383 -2.187697 0.004 -0.001 -0.010
H 1.720196 -4.706836 -0.075897 0.002 -0.002 0.002
H 2.190971 4.076714 2.812858 -0.011 0.017 -0.033
H -4.216605 4.488722 1.615196 0.043 -0.019 -0.008
H -1.476531 -5.092313 4.346222 0.019 -0.037 -0.079
H 0.448974 1.434231 -4.487550 0.015 0.008 -0.006
H 4.710416 -3.286111 -2.856846 0.002 -0.020 -0.007
H -2.262334 2.056309 3.838634 -0.015 -0.017 -0.002
H 0.298147 6.325032 -0.836913 -0.008 0.000 0.000
```
Positions in Å, forces in eV/Å.

Computed properties:
**HOMO-LUMO gap (alpha / beta)**: 5.8 / 5.9 eV
**Spin multiplicity**: 1